Record 1
Here is a single C27H33N3O4S molecule from OMol25. Energies are from the ωB97M-V functional and the def2-TZVPD basis.

Geometry as XYZ:
```
68
Properties=species:S:1:pos:R:3
S 2.683 -2.850 1.423
O -4.733 -1.197 1.147
O 0.991 1.800 -1.722
O -4.792 -1.645 -1.708
O 1.396 0.322 2.380
N -0.286 0.400 0.893
N 2.390 1.568 0.034
N -2.040 2.991 1.083
C 0.063 1.795 0.539
C 2.894 -3.592 -0.114
C 0.696 -2.904 -0.192
C -3.084 3.590 0.457
C -3.672 -1.141 -1.099
C 4.759 2.102 -0.185
C -1.385 -0.334 -1.152
C -2.511 -0.820 -1.792
C 6.025 1.817 -0.988
C -2.883 3.530 -0.894
C -1.157 2.546 0.135
C 0.473 -0.238 1.805
C 1.180 1.734 -0.526
C 3.907 -0.193 -0.732
C -2.564 -0.449 0.925
C 5.174 -0.475 -1.530
C -4.810 -1.747 -3.111
C -1.664 2.862 -1.102
C -3.700 -0.944 0.296
C -1.405 -0.157 0.220
C 6.346 0.325 -0.970
C 0.192 -1.720 2.031
C 1.032 -2.476 1.056
C 3.583 1.303 -0.745
C -6.041 -1.418 0.666
C -1.878 2.890 2.505
C 1.763 -3.546 -0.860
H 5.012 -0.200 -2.575
H -6.124 -2.366 0.132
H -2.811 3.171 2.991
H 3.845 -4.016 -0.367
H 5.880 2.144 -2.019
H -0.283 -2.772 -0.616
H 6.860 2.383 -0.571
H 7.245 0.132 -1.559
H -0.859 -1.961 1.883
H -6.371 -0.605 0.015
H -3.534 3.918 -1.653
H -2.621 -0.294 1.991
H 4.915 1.818 0.858
H -3.893 4.016 1.019
H -4.066 -2.463 -3.474
H -1.196 2.649 -2.040
H -4.648 -0.776 -3.588
H 3.065 -0.749 -1.150
H 5.399 -1.543 -1.496
H 0.494 -1.960 3.052
H 6.542 0.009 0.057
H 4.525 3.168 -0.216
H 2.441 1.358 1.025
H 1.685 -3.954 -1.852
H 4.045 -0.514 0.304
H -0.508 -0.078 -1.723
H 3.362 1.623 -1.768
H 0.493 2.237 1.447
H -5.807 -2.110 -3.360
H -1.086 3.558 2.859
H -2.471 -0.950 -2.860
H -6.668 -1.446 1.557
H -1.624 1.870 2.798
```

Its charge is 0. Its structure (SMILES) is COc1ccc(N(C(=O)Cc2cccs2)[C@@H](C(=O)NC2CCCCC2)c2cccn2C)cc1OC. The value obtained for the HOMO energy is -7.90 eV. The value obtained for the gap between HOMO and LUMO is 8.5 eV.


Record 2
Here is 2 unconnected molecules or ions with the total composition C24H30N2O2 at a distorted geometry from OMol25. Energies are from the ωB97M-V functional and the def2-TZVPD basis.

Geometry as XYZ:
```
58
Properties=species:S:1:pos:R:3
O 4.211 -0.526 -3.134
O 4.904 -2.559 -2.281
N -2.691 2.008 -0.278
N 2.251 -1.926 -1.436
C 1.960 0.445 3.082
C 1.751 0.662 4.442
C -1.765 2.537 -1.259
C 2.551 -3.819 -2.827
C 0.353 2.188 2.551
C 2.663 -2.286 -2.779
C 2.102 -5.472 -0.876
C -3.905 0.637 -2.031
C 1.695 -3.165 0.712
C -2.996 2.742 0.929
C -3.526 0.871 -0.574
C 0.137 2.396 3.916
C 1.602 -4.440 1.279
C 4.122 -1.712 -2.755
C 2.149 -0.636 -1.082
C -2.325 3.444 -2.348
C 1.236 0.740 0.716
C 0.815 1.618 4.872
C -4.011 3.882 0.827
C 2.089 -0.241 0.256
C 1.792 -5.587 0.483
C 2.026 -3.055 -0.644
C 2.209 -4.207 -1.433
C 1.193 1.133 2.092
H 2.069 -1.752 -3.523
H -0.104 2.850 1.805
H -4.452 0.995 0.009
H -4.474 1.471 -2.464
H 1.712 -6.581 0.936
H 2.266 0.070 -1.909
H -3.396 2.006 1.646
H 1.521 -2.278 1.309
H 0.608 1.743 5.932
H 2.727 -0.270 2.762
H -2.785 4.342 -1.922
H 1.396 -4.550 2.345
H -4.564 -0.240 -2.075
H -2.048 3.134 1.329
H -3.037 -0.044 -0.184
H -5.008 3.502 0.562
H -3.058 2.917 -2.963
H -3.708 4.645 0.097
H 2.284 -6.336 -1.515
H -1.504 3.758 -2.996
H 0.580 1.226 -0.005
H -3.023 0.440 -2.653
H -1.001 3.093 -0.683
H 2.322 0.080 5.175
H -4.101 4.362 1.809
H 2.777 -0.754 0.937
H 1.751 -4.060 -3.541
H -1.266 1.667 -1.729
H -0.561 3.176 4.244
H 3.484 -4.285 -3.157
```

Its charge is 0. The value obtained for the HOMO energy is -8.02 eV. The value obtained for the gap between HOMO and LUMO is 6.4 eV.


Record 3
Here is a molecular structure, C14H37AlO17S5 at a distorted geometry from OMol25. Energies are from the ωB97M-V functional and the def2-TZVPD basis.

Geometry as XYZ:
```
74
Properties=species:S:1:pos:R:3
S -1.568 -3.084 1.628
S -1.234 -1.963 -2.684
S -2.423 3.440 2.192
S 1.743 -0.086 3.475
S 2.603 1.002 -3.559
Al 2.316 -2.208 -0.381
O 2.007 -1.126 2.515
O -2.323 -2.341 -1.739
O -2.637 2.454 0.889
O 0.610 0.007 -0.204
O 2.751 0.864 3.902
O -2.563 -4.181 1.636
O -2.564 2.704 3.465
O -1.103 -2.810 3.137
O 2.686 0.044 -2.464
O 4.144 1.198 -4.284
O 0.133 -2.441 -2.538
O 1.581 0.825 -4.605
O -3.046 4.685 2.022
O 1.108 -0.778 4.839
O -1.705 -2.284 -4.269
O -0.844 3.598 1.821
O -0.382 -3.016 0.741
C -0.746 -3.484 5.428
C -1.530 -3.699 4.169
C 0.705 0.061 5.891
C 4.250 1.699 -5.643
C 2.391 2.685 -2.771
C -0.637 3.544 0.470
C 5.743 1.760 -5.911
C -3.079 -1.585 -6.138
C 0.281 0.754 2.979
C -1.325 -0.077 -3.080
C -2.536 -1.463 1.290
C 1.384 -0.315 7.203
C -1.761 2.670 -0.157
C -3.071 -1.836 -4.638
H -3.325 -1.851 0.645
H -2.176 3.256 -0.977
H -0.975 -2.483 5.795
H 6.167 0.828 -5.537
H -2.894 -1.083 2.247
H 0.671 0.970 -0.356
H -1.382 1.694 -0.458
H 2.466 -0.244 7.091
H 0.460 1.060 1.949
H -3.478 -0.946 -4.157
H 1.019 0.226 8.077
H 0.316 -3.487 5.183
H 0.842 1.115 5.648
H -3.791 -2.620 -4.406
H 3.360 3.015 -2.396
H -1.360 -4.751 3.938
H 1.989 3.362 -3.524
H 0.390 3.283 0.212
H 3.815 1.101 -6.443
H -2.528 -0.679 -6.393
H -2.534 -3.522 4.553
H 6.220 2.573 -5.364
H -4.088 -1.613 -6.548
H 5.942 1.652 -6.977
H -0.639 0.495 -2.456
H -0.568 0.076 3.077
H -0.806 4.554 0.097
H -0.949 -4.350 6.059
H 0.054 1.609 3.616
H 1.223 -1.361 7.467
H 1.548 2.619 -2.084
H -2.276 0.348 -2.757
H 3.839 2.708 -5.603
H -1.964 -0.678 0.796
H -1.009 0.184 -4.090
H -2.571 -2.420 -6.620
H -0.367 0.148 6.068
```

Its charge is +1. The spin multiplicity is 2. The value obtained for the HOMO energy (spin up / spin down) is -13.28 / -13.28 eV. The value obtained for the gap between HOMO and LUMO (spin up / spin down) is 10.3 / 6.9 eV.


Record 4
Here is a molecular structure, C58H48AsNO7P2SZr at a distorted geometry from OMol25. Energies are from the ωB97M-V functional and the def2-TZVPD basis.

Geometry as XYZ:
```
119
Properties=species:S:1:pos:R:3
Zr -0.113 -0.168 -0.523
As 1.041 -2.347 0.736
S -1.865 -1.847 0.559
P -1.329 1.092 2.141
P -1.192 2.455 -0.777
O 0.387 0.745 -2.371
O 1.111 1.293 0.543
O -1.419 -0.418 -2.106
O 0.774 -1.892 -2.108
O 2.249 -2.895 -3.352
O 2.829 2.613 0.936
O 1.427 0.524 -4.952
N 2.371 -0.200 -1.053
C 2.270 1.604 0.365
C 5.713 -2.449 1.387
C -5.634 2.407 -2.066
C -1.550 0.140 -7.038
C 2.936 -2.518 1.103
C 2.915 -0.973 -1.967
C -3.717 1.285 -1.148
C 0.177 2.923 3.750
C -4.782 -0.416 3.681
C 0.129 0.349 -5.326
C 2.170 1.064 4.279
C -3.801 0.059 2.822
C 0.060 1.637 3.222
C -0.560 3.455 -3.324
C 4.227 -0.819 -2.381
C -2.933 2.420 -1.354
C -4.517 -0.533 5.043
C 1.287 3.284 4.515
C 0.004 -6.805 -0.467
C -3.273 -0.169 5.539
C 4.394 1.049 -0.914
C 0.101 -2.527 2.385
C 0.606 -2.947 3.605
C 3.745 -3.327 0.306
C -1.387 3.485 0.726
C -0.235 0.366 -6.666
C 1.916 -1.968 -2.493
C -2.550 0.430 3.319
C -2.169 -0.151 -4.753
C 4.984 0.201 -1.838
C 1.153 -5.194 0.895
C -2.140 -2.632 3.204
C -0.209 -4.455 -0.945
C 1.076 0.717 3.498
C 3.087 0.793 -0.567
C -3.524 3.554 -1.918
C 0.641 -4.162 0.116
C -2.527 -0.128 -6.083
C -0.601 0.151 -2.922
C 5.127 -3.299 0.456
C -2.289 0.310 4.681
C -0.520 -5.778 -1.235
C 0.541 4.535 -1.483
C -0.355 3.574 -1.947
C -0.852 0.106 -4.354
C -0.279 -3.197 4.645
C 0.107 4.285 -4.210
C 4.912 -1.633 2.176
C 0.992 5.248 -3.735
C 1.208 5.372 -2.371
C 0.839 -6.510 0.604
C -1.262 -2.347 2.164
C -2.167 2.689 1.763
C 3.531 -1.660 2.024
C -5.061 1.278 -1.499
C 2.287 2.357 4.780
C -4.865 3.546 -2.272
C -1.645 -3.047 4.434
H 4.925 1.891 -0.484
H -1.320 0.582 5.081
H -3.550 -0.316 -6.381
H -2.906 -0.348 -3.982
H -1.185 -6.002 -2.061
H -0.073 4.188 -5.276
H -2.311 3.235 2.690
H 3.296 -4.014 -0.397
H 1.238 -7.307 1.221
H 5.364 -0.984 2.918
H 1.883 6.131 -1.994
H -6.681 2.401 -2.348
H -4.013 0.132 1.761
H 1.672 -3.097 3.739
H -1.891 4.403 0.427
H -1.815 0.167 -8.088
H 1.789 -4.976 1.740
H -0.408 3.750 1.129
H -1.270 2.736 -3.709
H 6.791 -2.435 1.509
H 4.668 -1.475 -3.125
H 0.094 -3.527 5.608
H 5.747 -3.957 -0.144
H -3.160 2.447 1.389
H -5.753 -0.699 3.290
H -3.290 0.391 -0.715
H 3.195 -2.912 -3.544
H 0.985 -0.291 3.121
H -5.311 4.432 -2.707
H -3.209 -2.524 3.053
H 0.721 4.655 -0.420
H 2.931 0.325 4.514
H -0.596 3.664 3.586
H -2.938 4.452 -2.078
H 2.913 -1.025 2.651
H -2.341 -3.253 5.241
H 2.210 3.013 1.582
H 6.015 0.343 -2.139
H 3.143 2.635 5.386
H -0.643 -3.674 -1.537
H 1.501 5.909 -4.427
H -5.282 -0.905 5.715
H -5.655 0.385 -1.337
H -0.244 -7.835 -0.694
H 0.523 0.548 -7.424
H 1.357 4.288 4.919
H -3.064 -0.256 6.600
H 1.941 0.729 -5.739
```

Its charge is +2. The value obtained for the HOMO energy is -12.00 eV. The value obtained for the gap between HOMO and LUMO is 5.9 eV.


Record 5
Here is 3 unconnected molecules or ions with the total composition C3H12N2O3 at a distorted geometry from OMol25. Energies are from the ωB97M-V functional and the def2-TZVPD basis.

Geometry as XYZ:
```
20
Properties=species:S:1:pos:R:3
O 5.393 -1.684 1.315
O 0.402 2.623 1.104
O -0.972 -4.192 -4.789
N -0.459 0.610 0.946
N -2.737 2.242 -0.301
C -2.095 2.341 1.048
C 0.812 -0.140 1.249
C -0.616 1.969 0.907
H -1.136 -5.082 -4.914
H 1.696 0.248 0.571
H 4.591 -2.232 1.359
H -2.409 3.308 1.561
H -2.590 1.739 1.902
H -2.704 1.297 -0.782
H -1.219 -0.015 0.526
H 4.939 -0.777 1.458
H -2.525 2.869 -1.012
H 0.954 0.156 2.257
H 0.851 -1.207 0.973
H -0.177 -4.073 -5.376
```

Its charge is 0. Its structure (SMILES) is CNC(=O)CN.O.O. The value obtained for the HOMO energy is -9.15 eV. The value obtained for the gap between HOMO and LUMO is 9.6 eV.


Record 6
Here is a gas-phase ion, C5H10N3O (charge +1) at a distorted geometry from OMol25. Energies are from the ωB97M-V functional and the def2-TZVPD basis.

Geometry as XYZ:
```
19
Properties=species:S:1:pos:R:3
O -2.368 0.327 0.911
N -4.226 0.203 -0.456
N -0.399 0.537 0.047
N -1.154 0.621 1.010
C -1.969 0.187 -1.401
C -2.886 0.156 -0.437
C 1.064 0.657 0.030
C 1.670 0.084 -1.179
C 1.582 0.098 1.384
H -4.775 -0.193 -1.129
H 2.553 0.395 1.533
H 0.901 0.517 2.151
H -1.497 -0.376 -2.156
H 1.263 1.815 0.004
H 2.677 0.633 -1.350
H 1.018 0.218 -2.130
H 1.870 -0.993 -1.135
H -4.663 0.489 0.445
H 1.517 -0.936 1.218
```

Its charge is +1. The value obtained for the HOMO energy is -14.21 eV. The value obtained for the gap between HOMO and LUMO is 8.9 eV.


Record 7
Here is a single C3H6N2OS molecule at a distorted geometry from OMol25. Energies are from the ωB97M-V functional and the def2-TZVPD basis.

Geometry as XYZ:
```
13
Properties=species:S:1:pos:R:3
S -1.213 0.940 0.112
O 4.139 0.545 0.072
N 0.900 -0.699 -0.025
N -2.787 0.190 -0.031
C -0.314 -0.542 -0.194
C 1.748 0.287 0.528
C 3.020 0.297 -0.278
H -3.310 0.364 -0.893
H 1.535 1.394 0.457
H 2.754 0.118 -1.435
H 1.977 -0.033 1.654
H -3.485 0.550 0.676
H -0.831 -1.447 -0.359
```

Its charge is 0. The spin multiplicity is 3. The value obtained for the HOMO energy (spin up / spin down) is -5.77 / -9.30 eV. The value obtained for the gap between HOMO and LUMO (spin up / spin down) is 6.2 / 7.0 eV.


Record 8
Here is a single C4H3N molecule at a distorted geometry from OMol25. Energies are from the ωB97M-V functional and the def2-TZVPD basis.

Geometry as XYZ:
```
8
Properties=species:S:1:pos:R:3
N -1.548 -1.800 1.301
C -0.716 -1.195 0.768
C 1.438 -1.207 0.094
C 0.341 -0.477 0.110
C 0.157 0.911 -0.462
H -0.653 0.907 -1.196
H 1.072 1.247 -0.953
H -0.091 1.615 0.337
```

Its charge is 0. The value obtained for the HOMO energy is -10.78 eV. The value obtained for the gap between HOMO and LUMO is 9.4 eV.


Record 9
Here is a single C6H4BrF2NO molecule at a distorted geometry from OMol25. Energies are from the ωB97M-V functional and the def2-TZVPD basis.

Geometry as XYZ:
```
15
Properties=species:S:1:pos:R:3
Br -4.278 -0.716 0.029
F -2.652 0.960 -1.034
F -2.644 1.042 1.105
O -1.566 -0.644 0.059
N 1.604 1.371 0.189
C 0.342 1.112 -0.089
C 2.532 0.438 0.144
C 2.056 -0.912 -0.052
C -2.571 0.222 0.040
C -0.164 -0.236 -0.017
C 0.731 -1.248 -0.079
H 2.826 -1.747 -0.182
H 3.582 0.671 0.260
H -0.191 2.004 -0.027
H 0.393 -2.318 -0.346
```

Its charge is 0. Its structure (SMILES) is FC(F)(Br)Oc1cccnc1. The value obtained for the HOMO energy is -9.82 eV. The value obtained for the gap between HOMO and LUMO is 10.4 eV.


Record 10
Here is 2 unconnected molecules or ions with the total composition C5H11F3N3O4P at a distorted geometry from OMol25. Energies are from the ωB97M-V functional and the def2-TZVPD basis.

Geometry as XYZ:
```
27
Properties=species:S:1:pos:R:3
P 0.380 1.248 1.221
F -3.089 -0.619 0.583
F -2.418 0.743 2.337
F -1.142 -1.027 1.680
O 0.234 0.790 -1.841
O -0.859 -1.118 -1.243
O 2.224 -2.215 0.487
O 3.241 -3.682 -2.611
N -1.154 0.850 0.253
N 1.206 2.478 0.573
N -3.236 2.232 -0.126
C 3.386 -3.328 -1.322
C -1.744 2.188 -0.103
C -1.981 0.019 1.167
C -0.625 0.097 -0.976
C 2.066 -2.577 -0.804
H 1.177 0.032 1.183
H 1.279 3.199 1.316
H -3.469 3.129 -0.599
H 3.561 -4.149 -0.594
H 1.229 -3.268 -1.028
H 0.043 1.497 2.620
H 1.879 -1.767 -1.534
H -3.640 2.332 0.820
H 4.228 -2.643 -1.082
H -1.405 2.939 0.715
H -1.373 2.619 -1.093
```

Its charge is -2. The value obtained for the HOMO energy is 2.37 eV. The value obtained for the gap between HOMO and LUMO is 1.8 eV.


Record 11
Here is 2 unconnected molecules or ions with the total composition C4H12O at a distorted geometry from OMol25. Energies are from the ωB97M-V functional and the def2-TZVPD basis.

Geometry as XYZ:
```
17
Properties=species:S:1:pos:R:3
O 3.129 0.733 -2.572
C -1.690 -0.498 -0.388
C -0.427 -0.362 0.590
C 0.489 0.723 0.069
C -0.878 -0.243 2.033
H 1.420 0.809 0.654
H 0.752 0.534 -0.985
H -2.151 -1.493 -0.267
H -0.054 1.682 0.130
H 0.069 -1.354 0.565
H -1.642 0.539 2.181
H 3.682 0.182 -3.171
H -2.456 0.271 -0.191
H -1.347 -0.394 -1.431
H -1.311 -1.216 2.319
H -0.023 -0.030 2.697
H 2.440 0.117 -2.234
```

Its charge is 0. Its structure (SMILES) is CC(C)C.O. The value obtained for the HOMO energy is -11.13 eV. The value obtained for the gap between HOMO and LUMO is 12.0 eV.


Record 12
Here is 2 unconnected molecules or ions with the total composition C4H13NO at a distorted geometry from OMol25. Energies are from the ωB97M-V functional and the def2-TZVPD basis.

Geometry as XYZ:
```
19
Properties=species:S:1:pos:R:3
O -1.680 -1.251 2.181
N -0.691 -1.525 -0.616
C 1.406 0.756 -0.283
C -0.048 0.858 -0.784
C -0.529 -0.370 -1.532
C 1.749 1.926 0.669
H 1.656 1.645 1.714
H 1.093 2.773 0.483
H -1.529 -0.190 -1.942
H -0.086 1.656 -1.550
H 0.105 -0.660 -2.366
H -0.861 -2.368 -1.155
H -0.748 1.124 0.005
H 1.457 -0.169 0.304
H 2.067 0.781 -1.135
H -1.778 -2.200 2.289
H -1.452 -1.108 1.245
H 0.225 -1.708 -0.210
H 2.755 2.301 0.515
```

Its charge is 0. Its structure (SMILES) is CCCCN.O. The value obtained for the HOMO energy is -9.97 eV. The value obtained for the gap between HOMO and LUMO is 10.9 eV.